[1]
ORCA calculation (ωB97M-V with the def2-TZVPD basis set) on a molecular structure, C5H11BrCl2CuNO.

Last column: Mulliken charge in e.
Cartesian coordinates (Å):
Cu -15.203978 9.587235 -25.945876  0.476
Br -16.688888 9.883442 -27.949159  -0.424
C -20.470549 9.722902 -27.720518  0.283
O -21.280061 8.832476 -27.553971  -0.597
N -20.628282 10.768315 -28.575423  0.109
C -19.711657 11.892883 -28.559816  -0.859
C -21.670449 10.783704 -29.570978  -0.931
H -19.563043 9.874099 -27.115548  0.182
H -19.133792 11.926359 -29.486758  0.217
H -19.108983 11.820503 -27.660139  0.329
H -20.285540 12.823871 -28.523719  0.325
H -22.346454 11.627260 -29.419552  0.302
H -21.258489 10.786324 -30.583136  0.305
H -22.246458 9.866315 -29.461044  0.315
Cl -14.550626 8.518720 -32.606537  -0.207
C -15.139462 9.566695 -31.270366  -0.379
C -16.426766 10.252076 -31.703316  -0.105
Cl -16.083690 11.387961 -33.031720  -0.192
H -14.381782 10.323285 -31.094612  0.336
H -15.329362 8.911478 -30.427950  0.191
H -16.831475 10.791181 -30.847940  -0.026
H -17.162614 9.519815 -32.024842  0.351

Atomic forces in eV per Å
-1.073 0.198 -1.449
1.128 -0.202 1.470
-0.645 0.811 0.345
0.413 -0.228 -0.221
0.272 0.049 -0.226
-0.621 -0.130 -0.174
-0.305 -0.530 0.149
0.027 -0.373 0.066
0.342 -0.041 0.203
0.367 0.106 -0.210
-0.010 -0.022 0.124
0.081 0.097 -0.129
0.055 0.244 0.021
-0.034 0.033 0.043
0.138 -0.039 0.135
-0.499 0.009 -0.774
0.333 -0.323 0.428
-0.269 0.093 0.057
0.130 -0.179 0.276
0.128 0.166 0.182
0.031 0.200 -0.118
0.012 0.062 -0.196

- HOMO-LUMO gap: 6.771 eV
- Electronic energy: -5461.97551 Eh
- HOMO level: -9.04 eV

***

[2]
ORCA calculation (ωB97M-V with the def2-TZVPD basis set) on 2 unconnected molecules or ions with the total composition C5H11BrN.

Last column: Mulliken charge in e.
Cartesian coordinates (Å):
C 1.370033 2.056271 2.541954  -0.605
C 0.728154 1.166676 1.807291  -0.148
C -1.596870 -0.083678 -0.740193  -1.528
C 0.535412 -1.217376 -0.223546  -0.700
C -0.547148 -1.038112 -1.133670  1.131
N -0.221452 -0.970833 -2.505991  -0.457
Br 2.207800 -1.950184 -0.622942  0.123
H 0.983837 2.290541 3.473060  0.271
H 2.314552 2.502794 2.265471  0.249
H -0.084956 0.530925 2.246247  0.159
H -1.502801 1.020457 -0.750162  0.374
H -1.833061 -0.282185 0.276413  0.476
H -2.512302 -0.393251 -1.251032  0.426
H 0.237336 -1.160755 0.870631  0.464
H -1.024133 -2.115026 -0.865636  0.165
H -0.805467 -0.251025 -3.068823  0.257
H 0.675138 -1.162959 -2.987128  0.203
H 1.075929 1.057720 0.668056  0.141

Atomic forces in eV per Å
0.549 -0.651 -1.152
0.399 -0.657 -2.151
-2.209 0.770 0.767
0.496 -1.682 2.157
1.918 -0.125 -2.518
-1.389 1.768 -2.430
-1.672 0.970 0.319
-0.400 0.320 1.949
-0.260 0.363 -0.358
0.511 0.938 -0.794
0.772 -0.767 -0.718
-0.314 -0.205 1.172
0.080 0.405 -0.234
0.809 -0.226 -1.351
0.954 0.982 0.162
1.422 -1.947 1.474
-0.853 -0.045 1.211
-0.815 -0.211 2.495

- Net charge: +1
- HOMO-LUMO gap: 7.004 eV
- Electronic energy: -2825.46758 Eh
- HOMO level: -13.61 eV

***

[3]
ORCA calculation (ωB97M-V with the def2-TZVPD basis set) on 2 unconnected molecules or ions with the total composition C5H11BrO.

Last column: Mulliken charge in e.
Cartesian coordinates (Å):
C -1.477541 -0.847806 -0.352991  -1.462
C 0.916845 -1.647010 -0.398260  -1.507
C -0.402376 1.946872 0.293398  -1.315
C -0.023157 -0.470407 -0.674354  1.175
C 0.453421 0.767172 0.009914  -0.216
O 1.762855 0.923872 0.025187  -0.472
Br 0.601931 -0.213899 2.924039  0.012
H -1.505439 -1.842608 0.083481  0.409
H -1.921147 -0.173059 0.370352  0.402
H -2.090720 -0.855500 -1.250037  0.280
H 1.940485 -1.418002 -0.689011  0.347
H 0.908316 -1.864079 0.669073  0.297
H 0.580035 -2.527375 -0.944328  0.423
H -0.513214 2.103715 1.365387  0.264
H -1.391129 1.837923 -0.140437  0.350
H 0.072723 2.843426 -0.116917  0.441
H 0.056170 -0.238888 -1.749619  0.196
H 2.031940 1.675651 0.575124  0.378

Atomic forces in eV per Å
0.221 0.047 0.008
0.004 0.178 -0.121
0.387 -0.056 -0.184
0.393 0.206 -0.410
-2.719 -0.399 0.122
2.601 0.436 0.339
0.083 -0.043 0.274
-0.082 -0.124 0.035
-0.145 0.087 0.077
-0.123 0.007 -0.019
-0.009 -0.048 -0.008
0.032 -0.190 0.078
0.016 -0.062 0.025
-0.154 0.163 0.301
-0.087 0.087 -0.027
-0.128 0.166 -0.075
-0.126 -0.264 -0.192
-0.164 -0.191 -0.223

- 2S+1: 3
- <S²>: 2.006
- HOMO-LUMO gap (spin up / spin down): 6.899 / 7.287 eV
- Electronic energy: -2846.25173 Eh
- HOMO level (spin up / spin down): -6.14 / -10.77 eV

***

[4]
ORCA calculation (ωB97M-V with the def2-TZVPD basis set) on a molecular structure, C5H11BrO2Si.

Last column: Mulliken charge in e.
Cartesian coordinates (Å):
C 0.251053 -0.180202 -0.141259  1.147
C -1.223868 -0.319239 -0.599107  -0.011
C 0.993631 -1.467621 -0.118742  -1.535
C -2.221228 0.057224 0.497613  -1.221
C 1.530210 1.054320 1.573888  -0.747
O 0.278583 0.488132 1.108776  -0.368
O -1.172946 0.431576 -1.843089  -0.359
Si 0.372115 1.002731 -1.706692  0.429
Br -1.632418 -2.107279 -1.315381  -0.185
H 2.090682 -1.314092 0.239247  0.271
H 1.090578 -2.065273 -1.068960  0.426
H 0.477394 -2.192226 0.408916  0.535
H -3.235637 0.043977 -0.043553  0.376
H -1.958502 1.021570 0.697802  0.371
H -2.286607 -0.711282 1.350819  0.271
H 1.299105 1.963643 1.961226  0.302
H 2.109926 1.101407 0.651138  0.366
H 1.834200 0.315492 2.405787  0.191
H 0.283453 2.366124 -1.241002  -0.122
H 1.120276 0.511018 -2.817427  -0.138

Atomic forces in eV per Å
0.841 0.854 -0.743
0.530 -0.598 -0.657
3.632 -0.149 -1.379
-2.478 -3.311 -2.424
-0.851 -4.829 -0.873
-0.586 0.192 0.397
-1.741 0.280 0.994
-0.637 -1.324 1.958
-0.556 -0.549 0.269
-1.935 -0.334 -0.291
-0.008 1.399 0.329
-0.805 -1.257 2.054
1.253 0.129 0.996
0.327 2.542 1.495
0.549 1.505 -1.295
-0.408 2.755 1.139
1.003 0.161 0.619
0.506 1.387 -1.451
0.552 0.856 -0.288
0.812 0.290 -0.850

- HOMO-LUMO gap: 9.731 eV
- Electronic energy: -3211.03151 Eh
- HOMO level: -9.14 eV

***

[5]
ORCA calculation (ωB97M-V with the def2-TZVPD basis set) on 2 unconnected molecules or ions with the total composition C5H11BrOSi.

Last column: Mulliken charge in e.
Cartesian coordinates (Å):
C 0.111764 0.513341 -1.509910  -0.995
Si 1.055058 -0.377856 -0.121274  0.612
C 0.662133 0.349118 1.588302  -1.020
C 2.918878 -0.502302 -0.450375  -1.022
Br 0.252599 -2.490095 -0.081957  -0.348
H -0.572531 1.255725 -1.106881  0.270
H 0.795905 1.029213 -2.179101  0.337
H -0.474725 -0.174388 -2.113744  0.313
H -0.250771 -0.070713 2.000628  0.284
H 1.462831 0.156066 2.299249  0.323
H 0.530201 1.426101 1.529003  0.335
H 3.347737 0.479036 -0.623892  0.345
H 3.440221 -0.949457 0.392561  0.286
H 3.129910 -1.111450 -1.326461  0.281
C -3.140477 -0.362193 0.559480  -1.037
C -3.471867 0.755794 0.011845  0.888
O -3.769662 1.770651 -0.471283  -0.371
H -2.647149 -1.144524 0.016466  0.283
H -3.380053 -0.552062 1.587347  0.236

Atomic forces in eV per Å
0.291 -0.194 0.346
-0.031 0.264 0.089
0.261 -0.169 -0.481
-0.628 -0.050 0.082
0.072 -0.034 0.009
-0.070 0.089 0.140
0.146 0.078 -0.062
0.013 -0.159 0.000
-0.147 -0.084 -0.090
0.118 -0.087 0.016
0.007 0.203 -0.070
0.039 0.279 -0.007
-0.033 -0.062 0.136
-0.091 -0.062 -0.108
0.299 -1.081 0.562
-0.393 1.333 -0.651
0.126 -0.335 0.132
0.149 -0.050 -0.317
-0.127 0.123 0.272

- HOMO-LUMO gap: 10.097 eV
- Electronic energy: -3135.90162 Eh
- HOMO level: -9.42 eV

***

[6]
ORCA calculation (ωB97M-V with the def2-TZVPD basis set) on 2 unconnected molecules or ions with the total composition C5H11Cl.

Last column: Mulliken charge in e.
Cartesian coordinates (Å):
C 0.893867 0.757531 1.190734  -1.134
C -0.427435 0.723587 0.992914  0.957
C -1.126768 -0.550909 1.442025  -1.453
C -1.284186 1.565102 0.190794  -1.144
H 1.523002 1.442833 0.826340  0.411
H 1.308378 -0.104189 1.626320  0.290
H -2.043394 -0.236515 1.900026  0.402
H -0.684114 -1.030681 2.176247  0.531
H -1.156395 -1.178229 0.555529  0.233
H -2.282839 1.472322 0.580534  0.339
H -0.930030 2.604938 0.210384  0.343
H -1.362277 1.367977 -0.924643  0.228
C 1.400809 -1.527663 -2.151155  -0.211
Cl 2.361965 -0.129542 -2.833578  -0.205
H 0.664908 -0.979377 -1.568714  -0.128
H 2.014726 -1.960124 -1.281340  0.218
H 1.129782 -2.237061 -2.932417  0.323

Atomic forces in eV per Å
-3.074 -1.448 0.335
1.670 -2.563 0.394
-1.347 2.950 -2.940
-0.273 2.001 -1.805
2.192 2.788 -1.284
0.712 -0.760 0.847
-1.211 -0.321 -0.444
2.813 -2.379 3.360
-0.878 -0.277 0.056
-0.568 0.452 0.015
-0.354 -0.056 0.160
0.333 -0.429 1.252
1.710 0.793 2.184
-0.149 -0.740 -0.029
-0.871 -0.489 -0.653
-0.527 0.166 -1.795
-0.179 0.313 0.348

- HOMO-LUMO gap: 10.097 eV
- Electronic energy: -657.22717 Eh
- HOMO level: -9.28 eV

***

Per-record ΔE to the lowest compared entry with this formula, charge and spin, kJ/mol: 0.00, 445.19, 0.00, 200.15, 0.00, 191.15
Per-record strongest force on any atom, eV Å⁻¹: 1.864, 3.311, 2.750, 4.980, 1.535, 4.986